The following is a DFT calculation (ωB97M-V/def2-TZVPD) of a structure of composition C5H12EuFO2 at a distorted geometry.

Results
2S+1: 8
Expectation value of S²: 15.760
HOMO level (spin up / spin down): -8.55 / -8.30 eV
Strongest force on any atom: 1.8 eV/Å
LUMO level (spin up / spin down): -2.71 / -2.63 eV
Gap between HOMO and LUMO (spin up / spin down): 5.840 / 5.667 eV
Net charge: +1

Last column: Löwdin spin population.
CARTESIAN COORDINATES (ANGSTROEM)
F 0.720 2.438 -0.884  -0.001
C -0.287 -0.995 1.751  -0.001
O -0.074 -0.036 0.676  0.000
C -0.106 1.352 1.129  0.000
C 0.894 2.259 0.485  -0.001
H -0.346 -1.998 1.325  0.000
H 0.573 -0.899 2.418  -0.001
H -1.258 -0.780 2.212  0.000
H 0.124 1.308 2.199  0.000
H -1.130 1.716 0.970  0.000
H 1.939 1.965 0.616  0.000
H 0.938 3.213 1.023  0.000
Eu 3.859 -0.668 0.301  7.007
C -0.402 -1.753 -2.449  -0.001
O -0.859 -1.624 -1.108  -0.001
C -0.966 -0.363 -0.660  0.000
H -0.483 -2.811 -2.713  0.000
H -1.023 -1.156 -3.133  0.000
H 0.637 -1.401 -2.541  -0.001
H -1.971 -0.217 -0.245  0.000
H -0.780 0.450 -1.373  0.000